Here is the molecule C3H2N4O at a distorted geometry from OMol25. Energies are from wB97M-V/def2-TZVPD.

Calculated values
SMILES   O=c1cnncnn1
M   110.1 Da
Orbital gap   7.84 eV
HOMO   -10.38 eV
Maximum force   9.35 eV/Å

The geometry in ORCA input format:
```
! RIJCOSX wB97M-V def2-TZVPD def2/J DEFGRID3
* xyz 0 1
O 2.666 -0.368 0.493
C 1.304 -0.219 0.177
C 0.721 1.036 -0.487
N -0.410 1.428 -0.264
N -1.271 0.684 0.520
C -1.612 -0.613 0.298
N -0.736 -1.596 -0.442
N 0.565 -1.298 -0.418
H 1.309 1.968 -0.881
H -2.537 -1.022 1.003
*
```

Löwdin analysis output, partial charges in e:
1 O -0.042
2 C -0.243
3 C -0.123
4 N 0.020
5 N 0.020
6 C -0.117
7 N 0.073
8 N 0.093
9 H 0.164
10 H 0.155